No. 1
Molecular formula: C6H12Br6
Method: DFT, ωB97M-V/def2-TZVPD

The geometry in XYZ format:
```
24
Properties=species:S:1:pos:R:3:forces:R:3:lowdin_charge:R:1
Br -2.1741 -8.4091 5.8036 2.744 1.791 -0.768 0.800
Br -8.3926 -8.6205 11.4177 0.519 0.167 -0.353 0.541
Br 0.1821 -12.4548 5.9613 -0.869 0.657 -0.234 0.603
Br -4.2097 -11.3615 7.9472 0.873 -1.260 0.464 0.689
Br -5.4561 -8.6509 8.2925 -0.460 3.868 4.415 0.877
Br -5.8538 -8.8561 4.5717 -0.197 -0.388 -0.155 0.596
C -5.7444 -10.0803 6.1183 0.752 -0.093 -1.660 -0.794
C -0.7226 -9.7243 5.6507 -0.178 -0.874 0.932 -0.593
C -6.6360 -7.4634 9.3634 1.339 1.146 -0.066 -0.560
C -6.6180 -7.8987 10.8088 -1.272 -0.621 1.155 -0.635
C -4.2190 -10.2543 6.3820 -3.089 -0.824 -0.509 -0.902
C -1.2704 -11.0918 6.0594 -0.130 0.112 -0.477 -0.696
H -5.9369 -8.7024 11.0887 -0.016 0.095 -0.615 0.037
H -6.1897 -9.4398 6.8796 -0.564 -1.727 -1.907 -0.184
H -1.6261 -11.1510 7.0880 0.375 0.302 -0.079 0.001
H -3.7517 -10.7953 5.5592 -0.370 0.122 0.236 0.031
H 0.0515 -9.5642 6.4012 0.152 0.955 -0.548 0.059
H -2.1505 -11.2801 5.4444 0.790 -0.989 -0.258 0.030
H -6.4557 -7.1200 11.5541 0.009 0.306 -0.528 0.048
H -7.5669 -7.2109 8.8558 -0.303 -1.212 0.222 0.069
H -3.7025 -9.3041 6.5173 -1.233 -1.281 0.727 -0.197
H -6.1899 -6.4704 9.3069 0.617 -0.101 0.119 0.056
H -0.4304 -9.6402 4.6040 0.295 -0.253 0.388 0.060
H -6.2955 -11.0123 5.9922 0.215 0.099 -0.502 0.064
```
Positions in Å, forces in eV/Å.

- Kohn-Sham gap: 0.35750 Eh
- Strongest force on any atom: 0.114 Eh/bohr
- Energy relative to the best compared isomer or geometry (same formula, charge and spin): 3.831 eV

No. 2
Molecular formula: C6H12Br6F12OP2V
Method: DFT, ωB97M-V/def2-TZVPD

The geometry in XYZ format:
```
40
Properties=species:S:1:pos:R:3:forces:R:3:lowdin_charge:R:1
Br -25.7296 23.2136 -17.2046 0.804 -0.379 0.153 0.872
Br -23.2854 20.9491 -17.9615 -0.593 0.848 0.416 0.920
Br -26.9759 19.6964 -11.0771 0.629 0.490 -0.350 0.594
Br -25.0720 22.4404 -8.7906 -0.292 -0.050 -1.398 0.576
Br -18.4246 21.2790 -12.1533 -0.188 -0.632 -0.910 0.696
Br -19.5411 19.6101 -16.4942 -0.029 0.695 0.922 0.630
V -20.1153 24.5513 -10.7973 3.457 2.562 -0.992 1.315
P -22.0875 23.9267 -12.6940 -4.767 -0.735 -1.814 0.251
P -20.5796 26.9423 -8.8242 0.984 5.982 5.220 0.075
F -21.6615 23.3384 -14.1038 -0.316 0.639 -0.055 -0.094
F -22.3921 24.4578 -11.2193 0.388 0.616 1.196 -0.139
F -19.3376 25.9995 -8.8622 1.907 -4.322 -0.316 -0.135
F -23.0850 22.6511 -12.3777 1.014 1.276 -0.850 -0.129
F -20.7611 26.7803 -7.2660 0.467 -0.775 0.951 -0.103
F -20.9533 25.1448 -12.7763 -0.036 0.090 0.247 -0.142
F -21.6020 25.7293 -8.9720 -0.771 -1.711 -1.479 -0.134
F -23.3362 24.8396 -13.2863 2.317 -1.210 0.419 -0.117
F -19.4019 28.1008 -8.5406 -1.055 -0.471 -1.208 -0.165
F -21.6332 28.1194 -8.7374 -0.794 -0.659 -1.900 -0.086
F -20.8682 23.0703 -12.0467 1.573 -0.833 1.573 -0.239
F -20.4183 26.9271 -10.4199 -0.554 0.040 -2.343 -0.137
O -18.5927 24.5943 -11.2441 -4.075 -0.422 1.227 -0.135
C -23.9756 23.1864 -16.2429 -0.658 -0.496 -0.212 -0.579
C -19.5508 20.7575 -14.8589 -1.463 -0.008 0.817 -0.669
C -25.5582 21.0397 -11.4180 -0.224 0.031 1.302 -0.677
C -22.9603 22.7874 -17.2799 0.567 0.009 -0.159 -0.590
C -18.8042 20.1376 -13.7242 2.391 -1.257 -0.816 -0.676
C -25.8501 22.3594 -10.6341 0.233 -0.738 -0.703 -0.650
H -22.9526 23.4142 -18.1716 -0.252 -0.053 0.119 0.074
H -24.1452 22.4751 -15.4346 0.261 -0.075 -0.201 0.064
H -21.9278 22.7337 -16.9345 -0.059 -0.018 0.367 0.070
H -23.8242 24.1645 -15.7864 0.073 0.125 -0.354 0.076
H -17.8546 19.8935 -14.2004 0.682 0.320 0.725 0.048
H -24.6214 20.5763 -11.1084 -0.183 0.060 0.300 0.037
H -19.1078 19.1353 -13.4222 -0.779 0.466 0.381 0.073
H -25.4666 23.1179 -11.3165 0.394 0.489 0.782 0.037
H -25.4182 21.2139 -12.4848 -0.672 0.071 0.021 0.037
H -26.9121 22.5674 -10.5036 0.156 -0.322 0.036 0.040
H -19.1568 21.7474 -15.0894 -0.194 -0.225 -0.245 0.066
H -20.5724 20.7607 -14.4787 -0.341 0.585 -0.871 0.045
```
Positions in Å, forces in eV/Å.

- Spin multiplicity: 3
- ⟨S²⟩: 2.081
- Kohn-Sham gap (alpha / beta): 0.19541 / 0.08263 Eh
- Strongest force on any atom: 0.156 Eh/bohr
- Energy relative to the best compared isomer or geometry (same formula, charge and spin): 1.183 eV
- Total charge: +1

No. 3
Molecular formula: C6H12BrNO3
Method: DFT, ωB97M-V/def2-TZVPD

The geometry in XYZ format:
```
23
Properties=species:S:1:pos:R:3:forces:R:3:lowdin_charge:R:1
Br -1.9282 -0.7367 0.3068 -0.058 -0.520 -0.298 1.036
O -0.6765 -1.8189 -2.3134 -2.379 -1.341 1.142 -0.069
O -4.7598 0.1167 -0.5013 -0.273 0.486 -0.037 0.047
O -3.7768 2.0951 -0.4619 -0.516 -0.846 -0.068 0.077
N -3.8687 0.9005 -0.4482 0.232 0.812 -0.066 -0.374
C -0.1602 -0.9740 -0.1083 1.075 1.509 1.346 -0.615
C 0.7940 -3.0514 -0.7799 2.286 -0.257 1.900 -0.036
C 0.2966 -1.6947 -1.3035 -1.987 -1.932 1.165 -0.504
C 1.1331 1.1105 0.4759 0.903 0.236 -1.820 -0.073
C 0.3118 -0.6056 2.3115 0.429 0.841 2.179 -0.155
C 0.8484 -0.3765 0.8863 -0.997 0.960 0.365 -0.451
H -0.4442 0.1345 2.8010 1.002 -1.216 -1.575 0.097
H 0.2785 -3.3185 0.1728 -0.197 -0.328 -1.099 0.089
H -1.5183 -2.2296 -1.8716 2.206 1.116 -1.287 0.116
H 1.9029 -3.0857 -0.3969 -1.762 0.664 -0.909 0.114
H -0.1231 -1.6056 2.2015 -0.050 0.155 1.048 0.044
H 1.7829 1.7455 1.0909 -0.063 -0.707 0.560 0.065
H 0.7933 -3.7809 -1.5619 -0.477 -0.678 -0.318 0.067
H 1.1401 -0.5890 3.1211 -1.008 -0.330 -1.528 0.098
H 1.7789 -0.9869 0.8455 -0.434 0.594 -0.308 0.135
H 1.0737 -1.2076 -1.7406 2.370 1.654 -1.331 0.113
H 1.7662 0.9583 -0.4549 -0.894 0.671 0.645 0.084
H 0.2783 1.8188 0.2198 0.592 -1.543 0.295 0.095
```
Positions in Å, forces in eV/Å.

- Kohn-Sham gap (alpha / beta): 0.23014 / 0.36566 Eh
- Strongest force on any atom: 0.062 Eh/bohr
- Energy relative to the best compared isomer or geometry (same formula, charge and spin): 2.546 eV

No. 4
Molecular formula: C6H12Cl
Method: DFT, ωB97M-V/def2-TZVPD

The geometry in XYZ format:
```
19
Properties=species:S:1:pos:R:3:forces:R:3:lowdin_charge:R:1
Cl 0.9788 -2.2235 1.6526 0.044 0.063 0.111 0.168
C -0.3493 -4.2457 -0.8281 0.352 -0.497 -0.083 -0.093
C -1.4211 -0.6764 -1.4078 0.496 0.021 -0.364 -0.182
C 0.0185 -0.6787 -2.0356 -0.371 0.056 0.510 -0.161
C 0.5193 -2.0934 -1.9301 0.238 -1.290 0.938 -0.185
C -1.7468 -2.0810 -1.0275 1.404 -2.275 1.143 -0.151
C -0.2905 -2.7606 -0.8156 -2.524 0.949 -1.529 -0.431
H 0.1091 -0.2641 -3.0389 -0.081 0.099 0.147 0.108
H 0.6296 -0.1372 -1.3223 0.221 0.645 -0.339 0.103
H 0.6948 -4.6092 -0.7145 -0.772 -0.311 -0.096 0.093
H -2.3298 -2.2193 -0.1100 0.028 0.423 -0.040 0.114
H -2.1958 -0.2310 -2.0164 -0.030 0.376 -0.079 0.105
H 0.1268 -2.4747 0.2717 -0.019 0.331 -0.106 -0.140
H -1.3055 -0.1807 -0.4611 -0.367 0.813 0.231 0.101
H -0.7581 -4.5062 -1.8421 0.352 -0.249 0.983 0.101
H -1.0008 -4.6224 -0.0039 0.537 0.057 -0.750 0.099
H -2.2736 -2.7249 -1.7511 0.327 0.426 -0.250 0.117
H 1.5656 -2.2001 -1.6746 0.476 0.347 -0.091 0.114
H 0.3988 -2.7097 -2.8172 -0.312 0.015 -0.338 0.119
```
Positions in Å, forces in eV/Å.

- Spin multiplicity: 2
- ⟨S²⟩: 0.755
- Kohn-Sham gap (alpha / beta): 0.39547 / 0.30141 Eh
- Strongest force on any atom: 0.060 Eh/bohr
- Energy relative to the best compared isomer or geometry (same formula, charge and spin): 0.379 eV

No. 5
Molecular formula: C6H12Cl2NO2
Method: DFT, ωB97M-V/def2-TZVPD

The geometry in XYZ format:
```
23
Properties=species:S:1:pos:R:3:forces:R:3:lowdin_charge:R:1
Cl 1.6072 -2.1564 2.6327 -0.403 0.252 -0.166 0.450
Cl 1.2575 0.5337 3.6804 -0.796 -0.389 -1.010 0.454
O 1.8497 0.2492 -0.1083 2.029 -0.320 1.016 -0.130
O -1.3728 0.4515 1.8921 -0.498 -1.788 -0.074 -0.072
N 0.5373 0.6300 0.1151 -3.071 -0.291 2.317 -0.188
C -0.4189 -0.5858 1.6369 -0.850 2.631 0.014 -0.500
C -0.1600 0.6891 -1.1071 -0.499 -1.307 -0.685 -0.509
C 0.2136 -0.4377 -2.1390 2.801 -0.471 2.430 -0.083
C -1.1845 -1.7248 0.9742 1.871 -0.821 0.296 -0.058
C 0.5137 -0.7439 2.6562 0.756 -1.014 0.292 -1.080
C 0.0719 2.0860 -1.6933 -0.933 -1.176 -3.355 -0.098
H 0.2266 2.7192 -0.8608 0.315 0.954 0.479 0.037
H 0.9494 2.0187 -2.4543 -1.327 0.591 1.418 0.088
H 1.0983 -0.2049 -2.7319 -0.012 0.377 -0.076 0.052
H -0.4847 -2.3785 0.4204 -0.310 0.288 0.234 0.069
H -1.9951 -1.4543 0.3204 -0.011 0.751 -0.215 0.064
H 2.1913 0.4212 0.8033 0.012 -0.390 -1.220 0.075
H -0.5975 -0.5107 -2.7395 -2.422 -0.675 -2.267 0.011
H -0.8902 2.3472 -2.2586 1.360 0.222 0.430 0.072
H -1.3026 0.5120 -0.9505 1.807 0.583 0.353 0.137
H -1.6115 -2.3245 1.7698 -0.141 -0.237 0.239 0.071
H 0.5061 -1.4529 -1.6970 -0.867 1.422 -0.161 0.089
H -1.0050 1.3168 1.8388 1.189 0.806 -0.288 0.049
```
Positions in Å, forces in eV/Å.

- Kohn-Sham gap (alpha / beta): 0.19644 / 0.19647 Eh
- Strongest force on any atom: 0.075 Eh/bohr
- Energy relative to the best compared isomer or geometry (same formula, charge and spin): 1.017 eV
- Total charge: -1

No. 6
Molecular formula: C6H12Cl2O
Method: DFT, ωB97M-V/def2-TZVPD

The geometry in XYZ format:
```
21
Properties=species:S:1:pos:R:3:forces:R:3:lowdin_charge:R:1
Cl 0.0500 0.2659 1.0116 -4.554 5.741 7.058 0.818
Cl 3.4232 -0.4756 0.3784 1.401 -0.396 0.032 0.659
O -2.2838 3.4341 0.2326 -0.038 1.766 -2.405 -0.093
C -1.2563 2.6781 0.8042 0.867 -0.746 -1.721 -0.316
C 1.8117 -0.3962 -0.1475 -0.249 -3.176 -1.834 -0.729
C -1.0998 1.2757 0.1100 -0.426 2.320 1.124 -0.453
C 0.9430 -1.4819 -0.2897 4.247 -0.614 -0.247 -0.414
C -0.5059 -1.2872 -0.4983 -1.349 -2.253 -3.700 -0.270
C 1.6103 -2.9265 -0.2180 -2.838 0.714 1.021 -0.056
H -0.8927 -0.2992 -0.7086 0.428 -1.554 -1.090 -0.016
H -1.5118 2.5219 1.8224 -0.136 -0.164 0.943 0.096
H 1.1280 -3.7230 0.4783 0.274 1.701 -0.999 0.106
H -2.0990 0.8521 -0.0163 0.104 -0.246 0.499 0.104
H 1.5341 0.6354 -0.1164 0.885 -0.150 -1.386 -0.016
H -0.8921 -1.8674 -1.3511 0.522 -0.467 -0.284 0.101
H 1.5147 -3.3165 -1.2157 0.649 -0.429 -0.423 0.061
H -1.9554 3.9912 -0.5662 -0.713 -1.651 2.195 0.143
H -0.6726 1.3034 -0.8992 0.036 0.698 0.119 0.095
H -0.3198 3.2284 0.7245 0.251 -0.148 0.304 0.113
H -1.1052 -1.6597 0.2878 -0.418 -0.604 1.092 0.071
H 2.5791 -2.7530 0.1770 1.058 -0.340 -0.296 -0.004
```
Positions in Å, forces in eV/Å.

- Kohn-Sham gap: 0.30584 Eh
- Strongest force on any atom: 0.198 Eh/bohr